1.
{
  "formula": "C26H23F5N4O2",
  "method": "wB97M-V/def2-TZVPD",
  "spin_multiplicity": 1,
  "e_homo_ha": -0.2701,
  "e_tot_ha": -1873.2819,
  "elements": ["O", "C", "C", "N", "C", "C", "N", "H", "H", "H", "C", "N", "C", "O", "C", "C", "C", "C", "F", "C", "F", "C", "F", "C", "F", "C", "F", "N", "C", "C", "C", "C", "C", "C", "C", "C", "C", "C", "C", "C", "H", "H", "H", "H", "H", "H", "H", "H", "H", "H", "H", "H", "H", "H", "H", "H", "H", "H", "H", "H"],
  "coordinates": [[-1.0501, -1.5015, -2.8156], [-1.7349, -1.6317, -1.8010], [-1.3298, -2.2851, -0.5621], [-1.8764, -2.0943, 0.6672], [-1.1033, -2.8438, 1.5208], [-0.0802, -3.4686, 0.7671], [-0.2353, -3.1128, -0.5308], [-2.7662, -1.2460, -1.7243], [-1.2621, -2.9385, 2.5865], [0.7276, -4.1140, 1.0991], [2.5703, -9.9321, -5.1688], [1.8180, -9.1370, -4.2267], [0.7073, -9.6252, -3.6000], [0.1716, -10.7121, -3.8303], [0.2390, -8.5550, -2.6080], [0.3999, -9.0224, -1.1648], [-0.4293, -10.2428, -0.9068], [0.1401, -11.5162, -0.8480], [1.4860, -11.6443, -0.9849], [-0.6312, -12.6674, -0.7238], [-0.0515, -13.8856, -0.7128], [-2.0200, -12.5486, -0.6184], [-2.7831, -13.6514, -0.5058], [-2.6170, -11.2865, -0.6339], [-3.9562, -11.1692, -0.5194], [-1.8161, -10.1572, -0.7812], [-2.4155, -8.9352, -0.8474], [1.0793, -7.4103, -2.9740], [0.8652, -6.1993, -2.4296], [1.6988, -5.0991, -2.6035], [1.3510, -3.8040, -2.2448], [2.2443, -2.6911, -2.3738], [1.9716, -1.4319, -1.7765], [2.8132, -0.3388, -1.9375], [3.9749, -0.4665, -2.7208], [4.2835, -1.6990, -3.3194], [3.4450, -2.7940, -3.1438], [2.1737, -7.7596, -3.9016], [3.5484, -7.7211, -3.2159], [2.1996, -6.9028, -5.1776], [2.1847, -10.9539, -5.1526], [2.4777, -9.5214, -6.1827], [3.6331, -9.9427, -4.8971], [-0.8267, -8.3277, -2.7940], [1.4573, -9.2542, -0.9743], [0.0888, -8.2039, -0.5024], [-0.0304, -6.1228, -1.8110], [2.6630, -5.2855, -3.0716], [0.3034, -3.6151, -1.9607], [1.0701, -1.3365, -1.1778], [2.5602, 0.6120, -1.4647], [4.6339, 0.3889, -2.8764], [5.1779, -1.8162, -3.9398], [3.6895, -3.7431, -3.6291], [3.5795, -8.4615, -2.4038], [4.3210, -7.9575, -3.9589], [3.7585, -6.7324, -2.8006], [1.2887, -7.0824, -5.7646], [2.2731, -5.8381, -4.9423], [3.0743, -7.1874, -5.7769]],
  "forces_ev_per_a": [[-0.6077, -0.4023, 0.8851], [0.0480, 0.1198, 0.0780], [1.1371, -0.7554, 1.1499], [0.2431, -0.5587, 0.1380], [0.3226, 0.1426, -1.6015], [-1.0895, 0.6716, -0.0653], [-1.1043, 0.5168, 1.8677], [0.0265, 0.2904, -0.2819], [-0.2133, 0.2614, -0.1228], [-0.1520, 0.0482, -0.0565], [0.2732, 0.0941, -0.3131], [-0.5357, -0.3195, 0.4074], [-0.4570, -0.8180, -0.8002], [0.8088, 1.5508, 0.6376], [-0.4503, -0.2549, -0.8244], [0.4216, 0.1829, 0.3122], [-0.3906, -0.4599, 0.2407], [0.1797, 0.0220, -0.2335], [-0.8557, 0.0323, 0.1063], [0.0470, -0.1979, 0.0632], [-0.4053, 0.7920, 0.0037], [-0.0748, -0.1897, 0.0213], [0.4893, 0.6975, -0.0395], [-0.2862, -0.0002, 0.0126], [0.8865, -0.1021, -0.0903], [-0.1307, 0.1516, -0.1012], [0.4489, -0.8311, 0.0757], [-0.3544, 0.8157, 0.8773], [0.2417, -0.3268, -0.7328], [0.4967, -0.0729, 0.0962], [-0.3775, -0.9218, -1.8917], [1.4181, 1.0420, -0.2606], [-0.3635, -0.3618, -0.0945], [0.5479, -0.2675, -0.4452], [-0.3812, -0.2668, 0.1380], [-0.1096, -0.0345, 0.0190], [-0.5067, 0.0851, 0.4108], [0.5599, -0.1417, -0.1387], [-0.0267, -0.1653, 0.1702], [-0.3112, -0.1089, -0.0032], [-0.0088, 0.2439, 0.0343], [-0.0060, -0.1824, 0.1591], [-0.2097, -0.0530, -0.0311], [0.4387, -0.0481, -0.0205], [-0.2847, 0.1443, 0.0314], [0.1190, -0.2013, -0.0471], [0.0971, 0.0753, -0.1492], [-0.2519, 0.1291, 0.4054], [0.9458, 0.0132, -0.2597], [0.2200, -0.0563, -0.1260], [0.1068, -0.3185, -0.1704], [-0.1815, -0.2355, 0.0812], [-0.3320, 0.1598, 0.2726], [0.0055, 0.4409, 0.0993], [0.0533, 0.2178, -0.2157], [-0.1397, 0.0370, 0.2897], [0.0860, -0.3060, -0.0781], [0.2228, 0.1309, 0.1367], [-0.0295, -0.2366, -0.1576], [-0.2641, 0.0864, 0.1316]],
  "lowdin_charge": [-0.0068, -0.2179, -0.4002, 0.0623, -0.1753, -0.1684, -0.0311, 0.1106, 0.0740, 0.0805, -0.0042, -0.0312, -0.3586, 0.0866, -0.1480, -0.0454, -0.0865, -0.1407, 0.0954, -0.1109, 0.1165, -0.1070, 0.1236, -0.1115, 0.1169, -0.1271, 0.0959, 0.0350, 0.0240, -0.0616, 0.0384, -0.1718, 0.0040, -0.0516, -0.0615, -0.0811, -0.0200, -0.4584, 0.0109, 0.0142, 0.1005, 0.0975, 0.0947, 0.1752, 0.1346, 0.1355, 0.1594, 0.0590, 0.0658, 0.1019, 0.1122, 0.1057, 0.1056, 0.0987, 0.1004, 0.0898, 0.0754, 0.1072, 0.0758, 0.0930]
}



2.
{
  "formula": "C4H7NO",
  "method": "wB97M-V/def2-TZVPD",
  "spin_multiplicity": 1,
  "de_lowest_ev": 3.178,
  "e_homo_ha": -0.3986,
  "smiles": "C[C@H](C#N)CO",
  "e_tot_ha": -286.5149,
  "elements": ["C", "C", "C", "O", "C", "N", "H", "H", "H", "H", "H", "H", "H"],
  "coordinates": [[-0.6526, 1.3011, 0.2453], [-0.3877, 0.0060, -0.5026], [0.7673, -0.8134, 0.1179], [1.9332, -0.0846, -0.2232], [-1.7959, -0.7633, -0.6870], [-1.7789, -1.3981, 0.2957], [-1.4694, 1.8507, -0.2255], [-0.9200, 1.1211, 1.2939], [0.2560, 1.9066, 0.2175], [-0.1213, 0.1690, -1.5332], [0.7880, -1.8232, -0.3112], [0.6733, -0.9123, 1.2119], [2.7079, -0.5595, 0.1005]],
  "forces_ev_per_a": [[0.0213, 0.1205, -0.0935], [0.3826, 0.4542, -0.4922], [-0.5064, -0.1327, -0.0971], [0.2591, -0.0207, 0.0293], [1.3138, -0.3670, 1.8243], [-1.5669, -0.7895, -0.3653], [0.1040, 0.0453, 0.0602], [0.0493, -0.1072, -0.2762], [-0.0865, -0.0078, 0.0001], [0.4157, 0.4384, -0.2640], [-0.0420, 0.1530, 0.0131], [-0.1955, 0.1194, -0.2836], [-0.1485, 0.0942, -0.0551]],
  "lowdin_charge": [-0.0773, -0.3613, -0.2649, -0.0651, -0.1075, 0.1748, 0.0814, 0.0898, 0.0830, 0.1140, 0.1175, 0.1218, 0.0938]
}